ORCA calculation (ωB97M-V/def2-TZVPD) on a molecular structure, C8H15FI2N.

XYZ file:
```
27
Properties=species:S:1:pos:R:3:lowdin_charge:R:1
C -0.24291 -1.11148 -0.79401 -0.131
C -0.83116 0.80724 0.68370 -0.133
C 1.21059 -0.95406 -0.37686 -0.104
C 0.63573 0.93713 1.06645 -0.103
C -0.98232 0.22747 -0.72532 -0.381
C -2.45051 0.05069 -1.08878 -0.054
C 2.59409 -0.45968 1.57258 -0.077
C 2.73993 -2.09565 2.69690 -1.281
N 1.27164 -0.40868 1.00377 -0.191
F 2.93250 -3.05696 1.79910 -0.127
I 4.42747 -1.84366 3.98500 0.879
I 0.83809 -2.37443 3.66324 0.935
H -0.27629 -1.50325 -1.80982 0.135
H -0.73669 -1.83924 -0.14545 0.133
H -1.34374 0.16467 1.40428 0.130
H -1.29937 1.78898 0.73596 0.136
H 1.72707 -1.91537 -0.39706 0.139
H 1.73055 -0.25783 -1.03882 0.150
H 1.16423 1.60156 0.37947 0.150
H 0.73480 1.32357 2.08295 0.141
H -0.52461 0.91911 -1.43968 0.150
H -2.95675 1.01358 -1.11278 0.088
H -2.95583 -0.58561 -0.36317 0.090
H -2.54233 -0.40672 -2.07131 0.088
H 3.38993 -0.59914 0.85168 0.117
H 2.79847 0.32861 2.28730 0.094
H 0.64942 -1.01340 1.58757 0.030
```

## Properties
energy above the lowest of the compared OMol25 structures with the same formula, charge and spin	0.0	kJ/mol
HOMO level	-13.1	eV
total charge	+1

***

ORCA calculation (ωB97M-V/def2-TZVPD) on C3H8N4O in the gas phase.

XYZ file:
```
16
Properties=species:S:1:pos:R:3:lowdin_charge:R:1
C 1.31729 0.44244 1.99848 -0.132
N 0.47492 0.08388 0.93314 -0.170
C -0.86857 -0.12129 1.24365 -0.225
N -1.94268 0.07524 0.56850 0.015
N -1.61282 0.75399 -0.53940 -0.023
C 1.04877 -0.04090 -0.31469 -0.161
N 0.35168 -0.32031 -1.26786 -0.135
O 0.88606 -0.78508 -2.39053 -0.091
H 1.13389 -0.31745 3.04707 0.148
H 2.54710 0.39497 1.69898 0.138
H 0.98016 1.55075 2.36250 0.118
H -1.00942 -0.75246 2.06247 0.088
H -0.83107 0.45240 -1.09052 -0.036
H -2.38688 0.73230 -1.15976 0.069
H 2.16628 0.14783 -0.44283 0.164
H 0.42888 -1.75891 -2.77892 0.233
```

## Properties
SMILES	CN(/C=N\N)/C=N/O
energy above the lowest of the compared OMol25 structures with the same formula, charge and spin	726.6	kJ/mol
HOMO level	-7.8	eV

***

ORCA calculation (ωB97M-V/def2-TZVPD) on a molecular structure, C44H24IrN11O2.

XYZ file:
```
82
Properties=species:S:1:pos:R:3:lowdin_charge:R:1
Ir 0.24269 -0.36970 0.10504 1.354
C -2.65398 -3.48284 -5.03733 -0.050
C -1.73684 -4.48215 -4.70603 -0.059
C -0.83154 -4.30399 -3.67121 0.001
C -0.87978 -3.10142 -2.98591 -0.109
C -0.08186 -2.59595 -1.88205 -0.242
N 0.89335 -3.36514 -1.31847 0.226
C 1.54575 -3.06062 -0.25523 -0.234
C 2.51878 -3.95571 0.38776 -0.105
C 3.01915 -5.18564 0.01129 0.009
C 3.92231 -5.79341 0.87845 -0.052
C 4.29244 -5.18535 2.07573 -0.052
C 3.77735 -3.94809 2.45168 0.006
C 2.88762 -3.34814 1.58315 -0.104
C 2.16784 -2.06959 1.64075 -0.257
N 2.25852 -1.22971 2.66478 0.216
C 1.68109 -0.05801 2.72911 -0.241
N 0.89600 0.58837 1.79942 -0.020
C 0.60783 1.83103 2.29386 -0.218
N 0.02754 2.85708 1.71785 0.253
C -0.75047 2.99522 0.69664 -0.128
N -1.70648 1.95637 0.25024 -0.064
C -2.29070 2.42826 -1.16234 0.076
N -2.00841 0.21390 -2.52449 -0.083
C -1.50789 -1.00157 -2.42320 -0.141
N -0.45741 -1.37347 -1.54292 0.020
C -1.79945 -2.10117 -3.31369 -0.080
C -2.70326 -2.27521 -4.35365 0.011
C -1.75090 3.75582 -1.24575 -0.137
C -1.89889 4.67086 -2.30090 -0.014
C -1.23710 5.87104 -2.23080 -0.034
C -0.41397 6.21673 -1.13085 -0.056
C -0.23640 5.33647 -0.10180 0.007
C -0.90688 4.09856 -0.16564 -0.093
C 1.19038 1.98007 3.63182 -0.107
C 1.17633 3.03354 4.52640 0.009
C 1.85492 2.85015 5.72513 -0.050
C 2.52585 1.65847 6.00141 -0.049
C 2.54140 0.60914 5.09013 0.010
C 1.85540 0.79671 3.90573 -0.107
N 1.42640 -1.91250 0.53801 -0.055
H -3.34671 -3.65466 -5.85049 0.111
H -1.73692 -5.40594 -5.26859 0.109
H -0.10985 -5.06321 -3.40361 0.116
H 2.71999 -5.64879 -0.91873 0.120
H 4.34546 -6.75514 0.62206 0.111
H 4.99620 -5.68799 2.72558 0.111
H 4.06198 -3.47588 3.38167 0.118
H -3.41297 -1.50533 -4.61214 0.108
H -2.54740 4.43546 -3.13373 0.125
H -1.35660 6.58852 -3.03247 0.114
H 0.06307 7.18653 -1.11510 0.110
H 0.38109 5.56425 0.75697 0.121
H 0.66014 3.95632 4.29903 0.120
H 1.87089 3.64500 6.45847 0.112
H 3.04663 1.55571 6.94387 0.112
H 3.06478 -0.31475 5.29332 0.119
O -3.41357 2.47381 1.66369 0.198
C -2.70551 1.59652 1.28238 -0.254
N -1.06110 0.92415 -0.43281 -0.160
C -1.36181 1.33794 -1.74136 -0.313
O -2.87698 0.53010 -3.36305 0.031
C -0.11489 1.68222 -2.56089 -0.199
C -0.19616 2.26329 -3.81759 0.003
C 0.98361 2.53219 -4.49184 -0.034
C 2.19078 2.20191 -3.89554 -0.045
C 2.17080 1.60279 -2.64763 -0.114
N 1.04199 1.34717 -1.98943 0.092
C -2.76752 0.19766 1.83210 -0.162
C -3.86639 -0.06054 2.64271 0.026
C -3.97066 -1.30291 3.24781 -0.022
C -2.97199 -2.23577 3.03432 -0.022
C -1.90772 -1.89129 2.21223 -0.110
N -1.80412 -0.70945 1.61862 0.059
H -1.16270 2.48108 -4.25068 0.119
H 0.96157 2.99020 -5.47160 0.116
H 3.13324 2.39460 -4.38823 0.110
H 3.08993 1.31439 -2.15195 0.112
H -4.61320 0.70518 2.78980 0.129
H -4.81856 -1.53230 3.87861 0.121
H -3.00865 -3.21617 3.48758 0.117
H -1.10695 -2.59522 2.01456 0.108
```

## Properties
2S+1	2
energy above the lowest of the compared OMol25 structures with the same formula, charge and spin	355.6	kJ/mol
HOMO level (alpha / beta)	-10.1 / -9.7	eV
total charge	+1

***

ORCA calculation (ωB97M-V/def2-TZVPD) on 2 unconnected molecules or ions with the total composition C3H12NS.

XYZ file:
```
17
Properties=species:S:1:pos:R:3:lowdin_charge:R:1
C 2.41973 -0.28148 -0.58340 -0.034
N 1.41937 -0.27825 0.55940 0.102
H 3.14580 -1.08209 -0.46314 0.093
H 1.97461 -0.46587 -1.60217 0.107
H 3.02672 0.61389 -0.61716 0.102
H 0.77761 0.42252 0.21184 -0.008
H 1.82709 0.24172 1.36447 0.181
H 0.87337 -1.09340 0.92040 0.176
C -1.88964 0.09864 1.24864 -0.104
C -1.95594 0.23026 -0.31236 -0.512
S -0.67302 1.23483 -1.32368 0.700
H -0.87662 -0.27311 1.39992 0.017
H -2.65770 -0.70180 1.39249 0.107
H -2.01374 1.10347 1.64405 0.082
H -1.75813 -0.76226 -0.77120 0.062
H -2.86383 0.63376 -0.73950 0.052
H -0.77568 0.35917 -2.32860 -0.121
```

## Properties
energy above the lowest of the compared OMol25 structures with the same formula, charge and spin	121.9	kJ/mol
HOMO level	-13.4	eV
total charge	+1

***

ORCA calculation (ωB97M-V/def2-TZVPD) on C3H6O in the gas phase.

XYZ file:
```
10
Properties=species:S:1:pos:R:3:lowdin_charge:R:1
O -1.68828 0.19433 -0.24490 -0.074
C -0.46416 -0.01981 0.48847 -0.369
C 0.70171 -0.63598 -0.22387 -0.132
C 0.61072 0.87353 -0.09712 -0.102
H -2.29150 -0.63208 -0.01650 0.149
H -0.43153 -0.13776 1.55993 0.130
H 0.45813 -1.03829 -1.24930 0.117
H 1.41379 -1.28297 0.28589 0.092
H 1.35284 1.32263 0.52468 0.086
H 0.33827 1.35641 -1.02727 0.103
```

## Properties
SMILES	OC1CC1
energy above the lowest of the compared OMol25 structures with the same formula, charge and spin	148.8	kJ/mol
HOMO level	-9.9	eV

***

ORCA calculation (ωB97M-V/def2-TZVPD) on a gas-phase ion, C14H22Br2NO (charge +1).

XYZ file:
```
40
Properties=species:S:1:pos:R:3:lowdin_charge:R:1
C 1.60884 -2.72995 0.74943 -0.092
O 1.77873 -1.31487 0.76165 -0.221
C 2.57920 -0.81842 -0.31248 -0.221
C 3.27692 0.46861 0.07400 -0.162
C 2.36470 1.68970 -0.10035 -0.180
C 1.25271 1.74503 0.96438 -0.159
C -0.16774 2.00165 0.39855 -0.130
C -1.17387 0.98480 0.80161 -0.111
C -1.16822 0.53832 2.11844 0.044
C -2.09213 -0.37332 2.57086 0.003
N -3.03221 -0.83856 1.73894 0.116
C -3.08264 -0.43842 0.45616 0.027
C -2.16130 0.45856 -0.05550 -0.176
C -2.30477 0.76795 -1.52994 -0.723
Br -2.54085 2.65849 -1.86405 0.807
C -1.17500 0.14629 -2.35776 -0.792
C -0.91806 -1.30621 -1.96930 -0.125
Br -1.63416 0.22483 -4.23621 0.761
H 0.59322 -2.94753 1.06720 0.076
H 2.27625 -3.17892 1.48201 0.091
H 1.78854 -3.14255 -0.23680 0.087
H 1.92314 -0.63590 -1.16276 0.109
H 3.33260 -1.55807 -0.57859 0.124
H 4.12686 0.58727 -0.58881 0.118
H 3.59749 0.43742 1.11033 0.124
H 2.94509 2.60291 -0.04953 0.112
H 1.95937 1.64522 -1.11222 0.103
H 1.50179 2.58208 1.60852 0.116
H 1.29452 0.86167 1.58989 0.086
H -0.52658 2.95780 0.77613 0.140
H -0.10542 2.11999 -0.66812 0.062
H -0.43346 0.90987 2.80987 0.137
H -2.11217 -0.74427 3.57941 0.146
H -3.72090 -1.50697 2.05353 0.184
H -3.86338 -0.83975 -0.16312 0.153
H -3.21725 0.30752 -1.88503 0.076
H -0.25408 0.69812 -2.22537 0.068
H -0.37487 -1.80825 -2.75769 0.074
H -0.29991 -1.36743 -1.07675 0.062
H -1.84103 -1.84468 -1.78052 0.086
```

## Properties
SMILES	COCCCCCc1cc[nH+]cc1[C@@H](Br)[C@@H](C)Br
HOMO level	-12.6	eV
total charge	+1

***

no.,largest force on an atom (eV/Å)
1,4.3
2,5.7
3,0.5
4,3.1
5,4.1
6,0.9